C22H70N16O11 | ωB97M-V/def2-TZVPD

## Properties
ΔE to the lowest compared entry with this formula, charge and spin in eV: 0.000
E_HOMO in eV: -8.8

Structure (XYZ):
```
119
C22H70N16O11, DFT ωB97M-V/def2-TZVPD
C -1.7768 -3.3861 2.0843
C -0.3320 -3.4731 1.4278
C 0.7467 -3.2170 2.5389
O 2.0160 -3.1288 1.9502
C 3.1414 -3.3188 2.7737
N 0.0107 -4.7239 0.7688
H -1.9868 -2.4344 2.5408
H -1.9130 -4.2280 2.7897
H -2.5353 -3.5059 1.2700
H -0.2502 -2.6655 0.7211
H 0.6640 -4.0336 3.2121
H 0.5285 -2.2639 3.0688
H 4.0636 -3.3295 2.1861
H 3.0465 -4.2289 3.3978
H 3.2807 -2.4669 3.4341
H 1.0235 -4.7758 0.7182
H -0.4180 -4.8608 -0.1155
C 1.3778 -2.0901 -4.0844
C 0.8033 -0.6724 -4.3086
C 0.7078 -0.4220 -5.8152
O 1.9555 -0.4384 -6.4057
C 1.8732 -0.2624 -7.8220
N -0.4808 -0.5738 -3.6757
H 1.4163 -2.4174 -3.0446
H 2.3445 -2.3039 -4.4734
H 0.7123 -2.7561 -4.6030
H 1.4446 0.0645 -3.9379
H 0.1626 0.4944 -6.0936
H -0.0128 -1.1838 -6.1575
H 2.8883 -0.4834 -8.1869
H 1.6689 0.7812 -8.0518
H 1.1227 -0.9258 -8.2195
H -1.1136 -1.3556 -3.9034
H -1.0362 0.2586 -3.8245
C -4.7456 4.2907 0.8416
C -4.6463 3.3630 -0.4064
C -3.3592 2.6137 -0.6078
O -2.4557 3.5573 -1.2519
C -1.2957 2.8800 -1.6447
N -5.8030 2.4511 -0.3171
H -3.8622 4.9018 1.0236
H -4.9267 3.5725 1.6770
H -5.6443 4.8788 0.7448
H -4.7488 3.9259 -1.3186
H -3.5747 1.7648 -1.2355
H -2.8564 2.2474 0.2742
H -0.6782 3.6393 -2.0932
H -1.5017 2.1019 -2.4239
H -0.6777 2.3840 -0.8572
H -5.7094 1.9231 -1.1725
H -5.6295 1.7804 0.4287
C 3.5135 2.1017 2.5667
C 2.9585 3.1181 3.4881
C 1.4825 3.5337 3.1801
O 1.3648 4.0051 1.8698
C 0.0691 4.4838 1.5247
N 2.8318 2.4166 4.8159
H 3.8992 2.5202 1.6306
H 2.6654 1.4685 2.3672
H 4.2842 1.5406 3.0933
H 3.6216 4.0008 3.5622
H 1.0524 4.2985 3.8843
H 0.9719 2.5681 3.3103
H 0.2253 5.2752 0.7912
H -0.3579 4.9254 2.4193
H -0.6319 3.7587 1.0993
H 3.7600 2.1772 5.0473
H 2.5088 3.1262 5.4551
O -4.4919 -0.6043 -1.5458
H -4.6614 -1.0484 -2.3829
H -3.5137 -0.6794 -1.6087
C 2.8808 1.9215 -1.2590
O 3.1900 0.8790 -0.6828
N 3.5046 2.2651 -2.4083
N 1.9206 2.7102 -0.7620
H 4.2276 1.6138 -2.7276
H 3.2044 3.0632 -2.9193
H 1.9322 3.6895 -1.0400
H 1.5960 2.4120 0.1356
C -3.3132 0.5315 3.0918
O -2.3953 1.4016 3.1578
N -4.0214 0.2839 4.2000
N -3.5243 -0.1225 1.9528
H -4.4197 -0.5556 4.5652
H -3.5887 0.9229 4.9117
H -2.8988 -0.0749 1.1310
H -3.9807 -1.0031 2.1283
C -2.0444 -3.4018 -2.9519
O -3.0524 -2.8276 -3.2898
N -1.5386 -4.3533 -3.7685
N -1.5516 -3.2631 -1.6861
H -0.6514 -4.8011 -3.6988
H -2.0643 -4.5318 -4.6062
H -0.5413 -3.3052 -1.5734
H -1.8486 -2.4508 -1.1678
C 3.9855 -2.7950 -1.4698
O 4.2233 -3.9810 -1.7349
N 4.6803 -1.7544 -2.1587
N 3.0257 -2.2878 -0.6306
H 4.6451 -0.8353 -1.7708
H 5.5568 -2.0544 -2.5215
H 2.5570 -2.8470 0.0586
H 3.1598 -1.3383 -0.3306
C -0.0467 -0.7156 4.9915
O -0.9939 -1.5148 4.9896
N 0.0096 0.4052 4.2386
N 1.0220 -0.9250 5.8626
H -0.8268 0.8523 3.8584
H 0.7670 1.0484 4.4976
H 1.7122 -0.2168 6.0875
H 1.0949 -1.8537 6.2217
C -0.5298 -0.1702 0.0198
O -1.7492 -0.2941 -0.1613
N -0.0173 0.4013 1.1665
N 0.3750 -0.4874 -0.9560
H 0.8540 -0.0524 1.3626
H -0.5346 0.2348 1.9928
H 0.0827 -0.5536 -1.9214
H 1.3448 -0.2033 -0.8136
```